{
  "formula": "C36H72F5NO7P",
  "method": "ωB97M-V with the def2-TZVPD basis set",
  "homo_ev": -10.9,
  "mol_weight_g_mol": 756.9,
  "total_charge": 1,
  "max_force_ev_per_a": 1.776,
  "species": ["C", "O", "C", "C", "C", "C", "C", "C", "C", "C", "C", "C", "N", "C", "C", "C", "C", "F", "F", "C", "F", "F", "F", "P", "O", "H", "H", "H", "H", "H", "H", "H", "H", "H", "H", "H", "H", "H", "H", "H", "H", "H", "H", "H", "H", "H", "H", "H", "H", "H", "H", "H", "H", "H", "H", "H", "H", "C", "C", "C", "O", "C", "H", "H", "H", "H", "H", "H", "H", "H", "C", "C", "C", "O", "C", "H", "H", "H", "H", "H", "H", "H", "H", "C", "C", "C", "O", "C", "H", "H", "H", "H", "H", "H", "H", "H", "C", "C", "C", "O", "C", "H", "H", "H", "H", "H", "H", "H", "H", "C", "C", "C", "O", "C", "H", "H", "H", "H", "H", "H", "H", "H"],
  "positions_angstrom": [[-6.273, -1.093, -1.623], [-5.048, -1.268, -0.911], [-5.144, -0.911, 0.448], [-3.757, -1.065, 1.124], [-2.603, -0.834, 0.159], [-1.205, -1.106, 0.788], [-0.907, -0.290, 2.058], [-0.117, 1.004, 1.782], [1.278, 0.710, 1.221], [2.013, 1.978, 0.763], [1.453, 2.554, -0.552], [2.313, 2.190, -1.769], [1.684, 1.084, -2.581], [0.913, 1.634, -3.760], [-0.155, 0.624, -4.236], [-0.964, 1.163, -5.425], [-2.410, 1.508, -5.079], [-3.187, 0.494, -5.506], [-2.623, 1.673, -3.764], [-2.906, 2.808, -5.771], [-2.015, 3.770, -5.550], [-3.041, 2.596, -7.044], [-4.028, 3.212, -5.268], [2.979, 0.007, -3.229], [3.918, -0.408, -2.204], [-6.071, -0.406, -2.453], [-7.092, -0.725, -1.006], [-6.511, -2.050, -2.097], [-5.805, -1.620, 0.973], [-5.570, 0.087, 0.620], [-3.737, -0.393, 1.982], [-3.717, -2.093, 1.502], [-2.659, -1.498, -0.703], [-2.641, 0.204, -0.199], [-1.183, -2.173, 1.033], [-0.489, -0.928, -0.020], [-0.247, -0.899, 2.688], [-1.791, -0.086, 2.661], [0.034, 1.497, 2.746], [-0.677, 1.700, 1.144], [1.237, 0.006, 0.377], [1.844, 0.246, 2.033], [3.093, 1.784, 0.721], [1.835, 2.743, 1.523], [1.486, 3.641, -0.466], [0.402, 2.255, -0.649], [3.325, 1.939, -1.451], [2.414, 3.066, -2.412], [1.053, 0.504, -2.016], [0.432, 2.582, -3.521], [1.615, 1.801, -4.580], [-0.771, 0.356, -3.372], [0.367, -0.282, -4.548], [-0.450, 1.991, -5.917], [-1.004, 0.370, -6.170], [2.354, -1.097, -3.841], [3.620, 0.767, -4.235], [1.033, 6.298, 4.087], [-0.470, 6.139, 4.271], [-0.847, 5.309, 3.054], [0.290, 4.490, 2.748], [1.419, 4.949, 3.502], [1.567, 6.528, 5.008], [1.238, 7.092, 3.365], [-0.676, 5.579, 5.185], [-1.009, 7.084, 4.323], [-1.051, 5.945, 2.186], [-1.716, 4.674, 3.230], [1.620, 4.216, 4.291], [2.292, 5.006, 2.850], [3.076, -4.148, 3.747], [4.284, -3.320, 3.332], [3.627, -2.065, 2.778], [2.405, -1.886, 3.502], [2.126, -3.075, 4.256], [3.299, -4.907, 4.494], [2.648, -4.645, 2.876], [4.885, -3.072, 4.210], [4.928, -3.816, 2.607], [3.380, -2.181, 1.716], [4.251, -1.176, 2.894], [2.306, -2.855, 5.314], [1.077, -3.347, 4.132], [1.521, -8.696, 1.459], [1.697, -9.377, 2.809], [2.775, -8.519, 3.452], [2.610, -7.193, 2.932], [1.703, -7.231, 1.824], [0.561, -8.899, 0.986], [2.313, -9.014, 0.776], [0.770, -9.308, 3.384], [1.976, -10.427, 2.739], [3.777, -8.868, 3.180], [2.701, -8.494, 4.540], [0.756, -6.781, 2.144], [2.109, -6.639, 1.002], [7.152, 2.475, 2.075], [6.494, 3.311, 3.163], [5.241, 3.808, 2.460], [4.870, 2.796, 1.512], [5.948, 1.854, 1.387], [7.852, 1.732, 2.454], [7.689, 3.124, 1.379], [6.222, 2.673, 4.008], [7.120, 4.120, 3.535], [5.434, 4.734, 1.910], [4.413, 3.980, 3.149], [5.644, 0.924, 1.880], [6.126, 1.644, 0.331], [-7.868, 1.009, -4.619], [-6.787, 1.094, -5.689], [-6.398, -0.366, -5.856], [-7.570, -1.135, -5.575], [-8.565, -0.292, -4.986], [-8.543, 1.863, -4.606], [-7.407, 0.923, -3.631], [-7.215, 1.477, -6.620], [-5.948, 1.729, -5.415], [-5.622, -0.656, -5.138], [-6.043, -0.597, -6.861], [-9.352, -0.124, -5.729], [-9.004, -0.794, -4.123]]
}